Below is a cluster of 6 separate species, C6H22BrN4O7 in total in a non-equilibrium geometry, with properties calculated with ωB97M-V/def2-TZVPD.

Computed properties:
Largest force on an atom: 0.1297 hartree/bohr
Charge: -1
Highest occupied orbital energy: -0.1591 hartree
Energy above the lowest of the compared OMol25 structures with the same formula, charge and spin: 2.5809 eV
Orbital gap: 6.55 eV
Multiplicity: 1

CARTESIAN COORDINATES (ANGSTROEM)
Br  -10.07  -21.44  -3.65
C  -16.45  -18.62  -3.63
O  -16.46  -18.52  -2.42
N  -17.38  -18.22  -4.38
N  -15.51  -19.17  -4.34
H  -17.27  -18.51  -5.34
H  -18.18  -17.84  -3.89
H  -15.68  -19.52  -5.27
H  -14.59  -19.43  -4.03
C  -4.61  -22.85  -1.24
O  -3.45  -22.93  -0.90
N  -5.47  -23.75  -1.10
N  -5.06  -21.62  -1.45
H  -6.44  -23.53  -1.28
H  -5.20  -24.68  -0.80
H  -6.02  -21.41  -1.68
H  -4.42  -20.85  -1.31
C  -8.26  -23.85  -9.59
C  -7.23  -24.54  -8.63
O  -6.78  -23.55  -7.72
O  -8.91  -24.69  -10.49
H  -7.87  -22.92  -10.01
H  -8.98  -23.50  -8.85
H  -6.43  -25.00  -9.21
H  -7.73  -25.40  -8.18
H  -7.48  -23.36  -7.10
H  -9.74  -24.25  -10.66
C  -10.12  -28.88  -5.16
C  -11.51  -28.38  -4.67
O  -11.49  -27.38  -3.72
O  -10.18  -29.36  -6.48
H  -9.77  -29.77  -4.64
H  -9.40  -28.11  -4.88
H  -12.15  -29.18  -4.31
H  -12.02  -27.94  -5.54
H  -11.05  -26.57  -3.96
H  -9.31  -29.45  -6.87
O  -13.09  -21.75  0.54
H  -13.64  -21.08  0.13
H  -12.24  -21.66  0.10

Below is the molecule C4H5ClO in a non-equilibrium geometry, with properties calculated with ωB97M-V/def2-TZVPD.

Computed properties:
SMILES: ClC1=COCC1
Largest force on an atom: 0.0296 hartree/bohr
Highest occupied orbital energy: -0.3111 hartree
Energy above the lowest of the compared OMol25 structures with the same formula, charge and spin: 0.3878 eV
Orbital gap: 9.44 eV
Multiplicity: 1

CARTESIAN COORDINATES (ANGSTROEM)
Cl  1.52  -1.34  1.82
C  0.32  -0.67  0.78
C  -0.98  -0.50  0.98
O  -1.50  0.30  -0.02
C  -0.45  0.66  -0.93
C  0.84  0.10  -0.38
H  -1.62  -0.80  1.80
H  -0.65  0.23  -1.91
H  -0.46  1.74  -1.07
H  1.58  0.84  -0.02
H  1.41  -0.57  -1.07

Below is a cluster of 9 separate species, C49H113Br3 in total in a non-equilibrium geometry, with properties calculated with ωB97M-V/def2-TZVPD.

Computed properties:
Largest force on an atom: 0.0511 hartree/bohr
Charge: +1
Highest occupied orbital energy (alpha / beta): -0.4538 / -0.4537 hartree
Expectation value of S²: 0.757
Orbital gap (alpha / beta): 7.45 / 2.86 eV
Multiplicity: 2

CARTESIAN COORDINATES (ANGSTROEM)
C  0.29  0.42  0.25
Br  -0.53  -1.41  0.17
Br  1.61  0.49  1.74
Br  -1.22  1.76  0.36
H  0.85  0.61  -0.67
C  5.23  0.81  0.58
C  6.29  1.04  1.64
C  7.42  1.98  1.13
C  8.45  2.30  2.18
C  9.63  3.30  1.71
C  10.75  3.29  2.74
H  5.52  0.18  -0.26
H  4.83  1.77  0.25
H  4.38  0.28  1.01
H  5.87  1.62  2.46
H  6.77  0.19  2.12
H  7.01  2.93  0.76
H  8.01  1.54  0.33
H  7.90  2.74  3.02
H  8.80  1.33  2.52
H  10.12  3.01  0.78
H  9.25  4.32  1.73
H  11.10  2.30  3.06
H  11.56  3.96  2.49
H  10.34  3.81  3.61
C  4.26  -2.57  -0.85
C  2.83  -2.51  -1.28
C  2.69  -3.00  -2.71
C  1.23  -2.91  -3.25
C  0.97  -3.32  -4.72
C  1.06  -4.83  -5.01
H  4.35  -2.44  0.22
H  4.98  -1.91  -1.34
H  4.62  -3.59  -1.02
H  2.24  -3.09  -0.57
H  2.47  -1.48  -1.26
H  3.09  -4.01  -2.81
H  3.31  -2.31  -3.29
H  0.53  -3.45  -2.60
H  0.90  -1.87  -3.18
H  -0.01  -2.98  -5.07
H  1.68  -2.88  -5.41
H  1.91  -5.45  -4.73
H  0.24  -5.49  -4.75
H  1.12  -5.00  -6.08
C  -7.24  -3.29  -3.80
C  -6.22  -2.63  -2.80
C  -6.82  -2.32  -1.41
C  -5.82  -1.73  -0.40
C  -4.96  -0.52  -0.94
C  -4.36  0.29  0.17
H  -6.78  -3.85  -4.62
H  -7.88  -2.55  -4.29
H  -7.87  -4.03  -3.31
H  -5.27  -3.16  -2.70
H  -5.95  -1.73  -3.34
H  -7.32  -3.22  -1.05
H  -7.51  -1.50  -1.62
H  -6.44  -1.37  0.43
H  -5.14  -2.48  0.00
H  -4.21  -0.90  -1.63
H  -5.54  0.21  -1.51
H  -3.67  -0.23  0.84
H  -3.80  1.12  -0.26
H  -5.18  0.70  0.76
C  3.78  0.99  -3.00
C  2.43  1.59  -3.54
C  2.70  2.82  -4.39
C  1.40  3.55  -4.81
C  1.58  4.94  -5.41
C  2.02  5.97  -4.39
H  3.70  -0.01  -2.58
H  4.28  1.62  -2.26
H  4.41  0.86  -3.88
H  1.77  0.89  -4.05
H  1.85  1.86  -2.66
H  3.32  2.61  -5.26
H  3.33  3.43  -3.75
H  0.83  2.93  -5.50
H  0.77  3.71  -3.94
H  2.36  4.80  -6.15
H  0.68  5.29  -5.92
H  3.09  5.96  -4.18
H  1.84  6.98  -4.74
H  1.43  5.99  -3.48
C  -3.33  0.99  3.70
C  -2.28  -0.10  3.84
C  -0.82  0.35  4.07
C  -0.61  0.90  5.53
C  0.85  1.00  5.99
C  1.05  1.89  7.24
H  -3.38  1.62  4.59
H  -4.33  0.57  3.67
H  -3.17  1.63  2.83
H  -2.74  -0.82  4.52
H  -2.26  -0.63  2.90
H  -0.55  1.07  3.31
H  -0.05  -0.42  4.04
H  -1.08  1.88  5.67
H  -1.00  0.22  6.29
H  1.26  -0.01  6.09
H  1.37  1.49  5.17
H  2.08  1.85  7.60
H  0.78  2.94  7.18
H  0.41  1.47  8.02
C  -2.29  -9.16  2.59
C  -1.16  -8.13  2.32
C  -0.96  -7.87  0.82
C  0.34  -7.19  0.36
C  0.66  -5.95  1.13
C  -0.43  -4.82  0.94
H  -2.29  -9.55  3.60
H  -2.20  -10.05  1.96
H  -3.28  -8.76  2.36
H  -1.34  -7.22  2.89
H  -0.28  -8.60  2.78
H  -1.82  -7.30  0.46
H  -0.99  -8.84  0.32
H  1.17  -7.88  0.49
H  0.33  -6.98  -0.71
H  0.81  -6.26  2.16
H  1.55  -5.49  0.71
H  -0.67  -4.54  -0.08
H  -1.36  -5.15  1.40
H  -0.05  -3.96  1.50
C  -6.07  0.77  -5.77
C  -5.01  1.80  -5.33
C  -4.00  1.28  -4.30
C  -3.02  0.18  -4.81
C  -1.88  -0.29  -3.83
C  -1.04  0.87  -3.27
H  -5.90  -0.28  -5.54
H  -6.15  0.68  -6.86
H  -7.05  0.97  -5.33
H  -4.51  2.13  -6.24
H  -5.42  2.73  -4.93
H  -4.50  1.01  -3.37
H  -3.31  2.09  -4.06
H  -3.51  -0.77  -5.03
H  -2.53  0.42  -5.76
H  -2.32  -0.74  -2.94
H  -1.33  -1.10  -4.31
H  -0.86  1.58  -4.08
H  -1.63  1.45  -2.56
H  -0.11  0.65  -2.75
C  -3.75  4.42  6.73
C  -2.58  5.31  6.91
C  -1.97  5.81  5.58
C  -1.25  4.71  4.73
C  -0.41  5.25  3.52
C  0.36  4.11  2.82
H  -4.39  4.93  6.01
H  -4.32  4.09  7.60
H  -3.43  3.49  6.27
H  -2.91  6.20  7.43
H  -1.84  4.81  7.54
H  -1.23  6.55  5.90
H  -2.76  6.29  5.01
H  -0.57  4.10  5.33
H  -1.99  4.04  4.30
H  -1.10  5.72  2.81
H  0.23  6.06  3.87
H  -0.16  3.28  2.35
H  0.95  4.54  2.01
H  1.05  3.60  3.50

Below is a structure of composition C43H32BrF4GeN4PS2Ti, with properties calculated with ωB97M-V/def2-TZVPD.

Computed properties:
Largest force on an atom: 0.0104 hartree/bohr
Charge: +2
Highest occupied orbital energy: -0.4874 hartree
Orbital gap: 7.35 eV
Multiplicity: 1

CARTESIAN COORDINATES (ANGSTROEM)
Ti  0.42  -0.86  -0.41
N  -1.36  -0.46  3.04
C  -0.03  -0.41  2.96
N  0.65  -0.31  1.82
C  2.00  -0.10  2.11
C  2.35  -0.19  3.40
S  0.95  -0.45  4.38
C  2.82  0.34  0.98
C  4.08  0.80  0.98
S  4.51  1.34  -0.61
C  2.96  0.88  -1.19
N  2.17  0.36  -0.26
N  2.59  1.04  -2.46
H  -1.92  -0.21  2.25
H  -1.83  -0.52  3.94
H  3.33  -0.07  3.84
H  4.76  0.92  1.81
H  3.20  1.45  -3.15
H  1.67  0.74  -2.73
F  -6.35  1.86  -0.76
C  -5.37  1.01  -0.54
C  -5.62  -0.34  -0.46
F  -6.85  -0.81  -0.59
C  -4.57  -1.22  -0.23
F  -4.87  -2.51  -0.17
C  -3.25  -0.79  -0.09
P  -1.91  -2.04  0.03
C  -2.07  -2.97  1.58
C  -0.90  -3.57  2.04
C  -0.90  -4.30  3.22
C  -2.07  -4.42  3.96
C  -3.23  -3.81  3.51
C  -3.24  -3.10  2.32
C  -2.32  -3.19  -1.30
C  -2.31  -4.51  -1.12
C  -2.72  -4.79  -3.61
C  -4.08  -4.14  -3.65
C  -4.02  -2.93  -3.11
C  -2.59  -2.64  -2.70
C  -3.03  0.59  -0.19
Br  -1.33  1.40  -0.01
C  -4.07  1.47  -0.40
F  -3.85  2.78  -0.49
H  0.03  -3.47  1.48
H  0.01  -4.78  3.56
H  -2.07  -4.99  4.88
H  -4.15  -3.91  4.08
H  -4.16  -2.64  2.00
H  -2.14  -4.94  -0.13
H  -2.54  -5.50  -4.42
H  -4.98  -4.64  -4.00
H  -4.85  -2.25  -2.96
H  -2.32  -1.58  -2.78
C  -0.18  -0.59  -2.11
Ge  0.68  -2.03  -3.23
C  2.18  -2.38  -2.02
C  3.52  -2.15  -2.27
C  4.46  -2.32  -1.26
C  4.09  -2.72  0.02
C  2.75  -2.97  0.30
C  1.81  -2.79  -0.72
C  -0.35  -3.68  -3.30
C  0.32  -4.79  -2.96
C  -0.16  -6.15  -2.71
C  -1.39  -6.49  -2.33
C  -2.53  -5.50  -2.25
C  -1.80  -3.56  -3.66
C  1.17  -1.28  -4.93
C  1.01  0.07  -5.25
C  1.40  0.55  -6.50
C  1.95  -0.31  -7.43
C  2.11  -1.66  -7.13
C  1.72  -2.14  -5.89
H  -0.87  0.06  -2.66
H  3.85  -1.84  -3.25
H  5.51  -2.15  -1.47
H  4.84  -2.86  0.79
H  2.44  -3.31  1.28
H  0.78  -3.12  -0.54
H  1.39  -4.70  -2.78
H  0.59  -6.94  -2.77
H  -1.61  -7.53  -2.12
H  -3.44  -6.06  -2.00
H  -1.88  -3.13  -4.67
H  0.55  0.76  -4.55
H  1.26  1.60  -6.74
H  2.25  0.06  -8.40
H  2.53  -2.33  -7.86
H  1.83  -3.20  -5.67